# 1
Here is 2 unconnected molecules or ions with the total composition H2N2O3 at a distorted geometry from OMol25. Energies are from wB97M-V/def2-TZVPD.

Last column: Mulliken charge in e.
Cartesian coordinates (Å):
N (2.24174, 3.36896, -1.15695)  -0.35
N (1.99025, 2.29609, -0.97558)  0.84
O (1.87182, 1.17598, -0.84550)  -0.46
O (-0.63307, 0.16864, -0.55690)  -0.35
O (0.31182, 0.04002, 0.56069)  -0.36
H (-0.21495, -0.39373, -1.33222)  0.35
H (0.16653, 0.81279, 1.12802)  0.33

Its total charge is 0. The relative energy (zero: lowest compared OMol25 entry of this formula, charge and spin) is 58.1 kJ/mol. The value obtained for the HOMO energy is -10.12 eV. The calculation puts the energy at -336.2429 hartree. The orbital gap comes out at 10.942 eV. The SMILES is N#[N+][O-].OO.

***

# 2
Here is 2 unconnected molecules or ions with the total composition H2N2O3 at a distorted geometry from OMol25. Energies are from wB97M-V/def2-TZVPD.

Last column: Löwdin spin population.
Cartesian coordinates (Å):
N (-0.05190, -0.61767, -0.14202)  0.75
N (-2.45906, 0.05119, 0.03402)  0.47
O (-3.32103, -0.73507, 0.01294)  0.27
O (-2.16447, 1.16724, -0.16345)  0.26
O (0.47002, 0.61568, 0.15205)  0.25
H (0.29787, -1.10083, 0.79880)  0.01
H (0.19455, 1.00181, -0.70623)  0.00

Its total charge is 0. The spin multiplicity is 3. The relative energy (zero: lowest compared OMol25 entry of this formula, charge and spin) is 0.0 kJ/mol. The value obtained for the HOMO energy (alpha / beta) is -8.69 / -11.19 eV. The calculation puts the energy at -336.1784 hartree. The orbital gap (alpha / beta) comes out at 9.318 / 10.256 eV.

***

# 3
Here is a single H2N2O3S molecule at a distorted geometry from OMol25. Energies are from wB97M-V/def2-TZVPD.

Last column: Mulliken charge in e.
Cartesian coordinates (Å):
H (2.54231, -1.00428, -0.36298)  0.31
N (1.55847, -0.64298, -0.06598)  -0.06
N (1.18193, -0.21559, 0.93875)  -0.04
S (-0.80530, -0.09936, 0.30247)  1.00
O (-2.14185, 0.06971, 0.85409)  -0.57
O (-0.71115, -1.17719, -0.67348)  -0.51
O (-0.36763, 1.34776, -0.53876)  -0.47
H (-1.25678, 1.72193, -0.45412)  0.34

Its total charge is 0. The relative energy (zero: lowest compared OMol25 entry of this formula, charge and spin) is 156.9 kJ/mol. The value obtained for the HOMO energy (alpha / beta) is -9.59 / -9.60 eV. The calculation puts the energy at -734.4816 hartree. The orbital gap (alpha / beta) comes out at 8.514 / 8.512 eV. The SMILES is [H]/N=N/S(=O)(=O)O.

***

# 4
Here is a molecular structure, H2N2O3Si at a distorted geometry from OMol25. Energies are from wB97M-V/def2-TZVPD.

Last column: Mulliken charge in e.
Cartesian coordinates (Å):
N (-1.22298, -0.95062, -1.15539)  0.12
N (0.59574, 1.30607, -0.07170)  0.91
O (-1.38950, -2.11762, -1.10786)  -0.24
O (1.62987, 1.29107, -0.70602)  -0.55
O (-0.04736, 2.24900, 0.30081)  -0.53
Si (0.25659, -0.35057, 0.51050)  0.39
H (1.29954, -1.18327, 1.08736)  -0.06
H (-1.12190, -0.24408, 1.14230)  -0.04

Its total charge is 0. The relative energy (zero: lowest compared OMol25 entry of this formula, charge and spin) is 243.6 kJ/mol. The value obtained for the HOMO energy (alpha / beta) is -8.47 / -8.45 eV. The calculation puts the energy at -625.6887 hartree. The orbital gap (alpha / beta) comes out at 7.705 / 7.686 eV.

***

# 5
Here is a single H2N2O4S molecule at a distorted geometry from OMol25. Energies are from wB97M-V/def2-TZVPD.

Last column: Mulliken charge in e.
Cartesian coordinates (Å):
N (0.30979, 0.47876, -2.49272)  0.36
N (-0.22605, -0.61635, -0.18536)  -0.51
O (-0.39179, 1.16010, -3.18969)  -0.41
O (1.23013, 1.23272, -1.87613)  -0.01
O (1.12512, 0.73471, 1.35557)  -0.49
O (2.01195, 0.49626, -0.96666)  -0.21
S (1.20963, -0.43894, 0.26587)  0.62
H (-0.70888, -1.57153, -0.24060)  0.26
H (0.38583, 1.47333, 1.39197)  0.38

Its total charge is 0. The relative energy (zero: lowest compared OMol25 entry of this formula, charge and spin) is 480.1 kJ/mol. The value obtained for the HOMO energy is -9.92 eV. The calculation puts the energy at -809.5955 hartree. The orbital gap comes out at 10.272 eV.

***

# 6
Here is a single H2N2O4S2 molecule at a distorted geometry from OMol25. Energies are from wB97M-V/def2-TZVPD.

Last column: Mulliken charge in e.
Cartesian coordinates (Å):
N (-0.43749, -1.62523, -0.32392)  -0.53
N (0.51943, 0.79749, 0.24852)  -0.10
O (0.06389, 1.88823, 2.48785)  -0.51
O (2.34902, 1.35687, 1.98136)  -0.47
O (1.98065, -1.24491, -0.04778)  -0.49
O (0.74031, -0.53878, 1.95291)  -0.31
S (0.99839, 1.04280, 1.85170)  1.02
S (0.66770, -0.86159, 0.27671)  0.87
H (-1.20759, -1.77721, 0.26238)  0.28
H (0.17942, 1.46151, -0.37986)  0.24

Its total charge is 0. The relative energy (zero: lowest compared OMol25 entry of this formula, charge and spin) is 5.3 kJ/mol. The value obtained for the HOMO energy is -11.16 eV. The calculation puts the energy at -1207.9310 hartree. The orbital gap comes out at 11.194 eV.

***

# 7
Here is a single H2N2O5S molecule at a distorted geometry from OMol25. Energies are from wB97M-V/def2-TZVPD.

Last column: Mulliken charge in e.
Cartesian coordinates (Å):
O (1.71018, -0.19481, -1.93130)  -0.40
N (1.30376, -0.70471, -0.97168)  0.13
N (0.00855, -0.23507, -0.58419)  0.22
O (-0.31727, 0.93817, -1.33368)  -0.40
S (-0.13364, -0.01696, 1.14818)  1.19
O (0.16656, 1.38008, 1.34593)  -0.50
O (0.48459, -1.10784, 1.87260)  -0.51
O (-1.73606, -0.23930, 1.18711)  -0.49
H (0.52565, 1.39953, -1.58625)  0.35
H (-2.01232, -1.21909, 0.85328)  0.41

Its total charge is 0. The relative energy (zero: lowest compared OMol25 entry of this formula, charge and spin) is 196.0 kJ/mol. The value obtained for the HOMO energy is -10.88 eV. The calculation puts the energy at -884.9245 hartree. The orbital gap comes out at 10.445 eV. The SMILES is O=NN(O)S(=O)(=O)O.

***

# 8
Here is a single H2N2O5S molecule at a distorted geometry from OMol25. Energies are from wB97M-V/def2-TZVPD.

Last column: Mulliken charge in e.
Cartesian coordinates (Å):
O (1.35744, -1.52940, -1.66117)  -0.46
N (0.33217, -1.40348, -1.01611)  0.17
N (0.16103, -0.08140, -0.56367)  0.32
O (1.19011, 0.84362, -0.71717)  -0.44
S (-0.51576, 0.04925, 0.96313)  1.13
O (0.57769, 0.22324, 1.87220)  -0.51
O (-1.43631, -1.01816, 1.04562)  -0.53
O (-1.27073, 1.47336, 0.82063)  -0.45
H (1.81439, 0.24345, -1.34381)  0.40
H (-2.21002, 1.19951, 0.60036)  0.38

Its total charge is 0. The relative energy (zero: lowest compared OMol25 entry of this formula, charge and spin) is 164.7 kJ/mol. The value obtained for the HOMO energy is -10.95 eV. The calculation puts the energy at -884.9364 hartree. The orbital gap comes out at 10.249 eV. The SMILES is O=NN(O)S(=O)(=O)O.

***

# 9
Here is a gas-phase ion, H2N3O2 (charge -1) at a distorted geometry from OMol25. Energies are from wB97M-V/def2-TZVPD.

Last column: Mulliken charge in e.
Cartesian coordinates (Å):
N (-0.86677, -1.26581, 0.00609)  -0.76
N (0.06359, -0.32923, 0.06527)  0.95
O (-0.05484, 0.87808, 0.02371)  -0.77
N (1.43392, -0.96324, -0.02373)  -0.47
O (2.33739, 0.09534, 0.04641)  -0.38
H (-1.86433, -0.79849, 0.05036)  0.16
H (1.97295, 0.75707, -0.50717)  0.27

Its total charge is -1. The relative energy (zero: lowest compared OMol25 entry of this formula, charge and spin) is 275.5 kJ/mol. The value obtained for the HOMO energy is -2.26 eV. The calculation puts the energy at -315.8040 hartree. The orbital gap comes out at 7.247 eV. The SMILES is [NH-][N+](=O)[N-]O.

***

# 10
Here is a gas-phase ion, H2N3O2S (charge -1) at a distorted geometry from OMol25. Energies are from wB97M-V/def2-TZVPD.

Last column: Mulliken charge in e.
Cartesian coordinates (Å):
N (1.26173, -0.03676, -0.34098)  -0.57
N (0.05821, 0.61393, 0.00950)  0.65
O (0.09198, 1.82506, 0.01756)  -0.76
N (-1.02191, -0.10569, 0.00654)  0.48
O (-2.08293, 0.51490, 0.21264)  -0.73
S (-0.91792, -1.74214, 0.04044)  -0.58
H (0.76322, -0.96207, -0.50546)  0.29
H (1.84761, -0.10723, 0.55976)  0.24

Its total charge is -1. The relative energy (zero: lowest compared OMol25 entry of this formula, charge and spin) is 231.0 kJ/mol. The value obtained for the HOMO energy (alpha / beta) is -3.03 / -3.03 eV. The calculation puts the energy at -713.9992 hartree. The orbital gap (alpha / beta) comes out at 7.008 / 7.006 eV. The SMILES is NN([O-])[N+]([O-])=S.